This record from OMol25 describes the ion C2H2FO3S with charge -1. The level of theory is wB97M-V/def2-TZVPD.

Structure (XYZ):
```
9
Properties=species:S:1:pos:R:3
C -0.2468 0.4122 -0.8702
C -1.2883 0.9651 -0.2104
O 0.6722 -2.3886 1.3051
O 0.4821 -0.6003 -0.5848
O 1.9250 -0.3490 1.6073
F 0.1379 0.9560 -2.0909
S 1.6000 -1.4527 0.7451
H -1.6424 1.9407 -0.5170
H -1.6398 0.5165 0.6158
```

Gap between HOMO and LUMO ... 0.297 Eh
Net charge ... -1
E_LUMO ... 3.888 eV

***

This record from OMol25 describes a cluster of 2 separate species, C2H2FOP in total. The level of theory is wB97M-V/def2-TZVPD.

Structure (XYZ):
```
7
Properties=species:S:1:pos:R:3
C 2.2738 -0.1602 -1.0819
C -1.2500 -0.4237 0.8572
O 2.3665 0.4203 -2.0447
F 0.1395 1.3549 0.0284
P -0.1579 -0.1580 -0.3528
H -1.9222 -1.2861 1.0157
H -1.4496 0.2528 1.5781
```

Gap between HOMO and LUMO ... 0.354 Eh
E_LUMO ... -0.042 eV

***

This record from OMol25 describes a structure of composition C2H2FORu. The level of theory is wB97M-V/def2-TZVPD.

Structure (XYZ):
```
7
Properties=species:S:1:pos:R:3
O 0.7768 -0.6124 -0.7168
C -0.2769 -0.4330 -0.2120
C -1.3089 -0.1612 0.5613
H -1.6360 -0.8932 1.3009
F -2.1412 0.8384 0.2650
Ru 2.7067 -0.1736 -0.6035
H 3.2223 0.7146 0.7184
```

2S+1 ... 6
Gap between HOMO and LUMO (alpha / beta) ... 0.301 / 0.205 Eh
Net charge ... +2
E_LUMO (alpha / beta) ... -11.911 / -14.653 eV

***

This record from OMol25 describes a structure of composition C2H2HgO. The level of theory is wB97M-V/def2-TZVPD.

Structure (XYZ):
```
6
Properties=species:S:1:pos:R:3
H -1.0281 1.0420 0.9771
O 0.6689 -0.1151 0.4535
C -0.5060 0.6393 0.0977
C -0.4360 -0.9299 -0.0029
H -0.3864 1.2339 -0.8182
Hg 1.6874 -1.8703 -0.7072
```

2S+1 ... 3
Gap between HOMO and LUMO (alpha / beta) ... 0.277 / 0.245 Eh
E_LUMO (alpha / beta) ... 0.413 / -2.666 eV

***

Please write out number 3 again, unchanged.
This record from OMol25 describes a structure of composition C2H2FORu. The level of theory is wB97M-V/def2-TZVPD.

Structure (XYZ):
```
7
Properties=species:S:1:pos:R:3
O 0.7768 -0.6124 -0.7168
C -0.2769 -0.4330 -0.2120
C -1.3089 -0.1612 0.5613
H -1.6360 -0.8932 1.3009
F -2.1412 0.8384 0.2650
Ru 2.7067 -0.1736 -0.6035
H 3.2223 0.7146 0.7184
```

2S+1 ... 6
Gap between HOMO and LUMO (alpha / beta) ... 0.301 / 0.205 Eh
Net charge ... +2
E_LUMO (alpha / beta) ... -11.911 / -14.653 eV